[1]
{
  "formula": "CH3ClF2Si",
  "method": "wB97M-V/def2-TZVPD",
  "elements": ["C", "F", "F", "Si", "Cl", "H", "H", "H"],
  "coordinates": [[0.6063, 0.1864, 1.1564], [-0.2421, 0.5470, 2.1745], [1.3471, -0.8858, 1.7126], [-0.8758, -0.2811, -1.4642], [1.8583, 1.4945, 0.7777], [0.2426, 0.6205, -1.6404], [-2.3176, 0.0496, -1.2865], [-0.6188, -1.7311, -1.4302]],
  "mulliken_charge": [0.116, -0.194, -0.230, 0.512, -0.172, -0.012, -0.005, -0.015],
  "homo_lumo_gap_ev": [7.14, 6.62],
  "charge": 0,
  "e_above_lowest_ev": 2.966,
  "spin_multiplicity": 1,
  "lumo_energy_ev": [-1.70, -1.82]
}

***

[2]
{
  "formula": "C21H32BO3W",
  "method": "wB97M-V/def2-TZVPD",
  "elements": ["W", "C", "C", "C", "H", "C", "C", "H", "H", "H", "H", "C", "C", "C", "H", "C", "C", "H", "H", "H", "H", "O", "C", "C", "C", "C", "C", "H", "H", "H", "H", "H", "H", "H", "H", "H", "H", "C", "C", "C", "O", "B", "O", "C", "C", "C", "H", "H", "H", "H", "H", "H", "H", "H", "H", "H", "H", "H"],
  "coordinates": [[0.5500, -1.1740, -0.5252], [-1.4902, -1.7047, -1.7406], [-1.1678, -0.3423, -2.1888], [0.0825, -0.3876, -2.8590], [-1.8167, 0.5139, -2.0577], [0.5821, -1.7099, -2.8368], [-0.3672, -2.5380, -2.1671], [-0.3532, -3.6299, -2.0761], [-2.3851, -2.0326, -1.3102], [0.5479, 0.4740, -3.3836], [1.4966, -2.0699, -3.3596], [1.2320, -1.3708, 1.4569], [1.0778, -2.6526, 0.8870], [1.9917, -2.7777, -0.2260], [0.4385, -3.4691, 1.2723], [2.6863, -1.5163, -0.3121], [2.2233, -0.6396, 0.7283], [2.6174, 0.3264, 0.9596], [0.7867, -1.0237, 2.4226], [2.1665, -3.6334, -0.8204], [3.5426, -1.3015, -0.9754], [1.6527, 1.5666, -1.2409], [3.5623, 1.8681, -2.2889], [2.7079, 3.1246, -2.5278], [3.5227, 0.6920, -3.2521], [4.4944, 1.8299, -1.0612], [1.3784, 2.7827, -1.7117], [2.4436, 3.2748, -3.5784], [3.1488, 4.0266, -2.1048], [1.1893, 3.5703, -0.9472], [0.4872, 2.8499, -2.3852], [4.4237, 0.6452, -3.9221], [2.6577, 0.7598, -3.9033], [3.4839, -0.2787, -2.7344], [5.5096, 2.2761, -1.2685], [4.7036, 0.8048, -0.6978], [4.0209, 2.3795, -0.2385], [-3.8613, -1.5891, 2.9478], [-3.2841, -0.5852, 1.9701], [-4.4358, -0.0002, 1.1545], [-2.4086, -1.2896, 1.0658], [-1.3280, -0.4487, 0.8512], [-1.3400, 0.7266, 1.5889], [-2.3419, 0.5228, 2.6015], [-2.9913, 1.8598, 2.8959], [-1.6616, 0.0348, 3.8845], [-4.3998, -2.3692, 2.3963], [-4.5756, -1.0919, 3.6176], [-3.0833, -2.0637, 3.5555], [-4.8993, -0.8019, 0.5639], [-5.2052, 0.4145, 1.8192], [-4.0999, 0.7879, 0.4665], [-3.7648, 1.7433, 3.6657], [-2.2362, 2.5556, 3.2815], [-3.4450, 2.2983, 2.0011], [-1.1684, -0.9407, 3.7575], [-0.9027, 0.7674, 4.1916], [-2.3956, -0.0439, 4.6979]],
  "mulliken_spin": [0.797, 0.034, -0.005, 0.094, 0.006, -0.060, -0.042, -0.003, 0.003, 0.012, -0.002, 0.022, -0.003, -0.080, 0.007, -0.036, 0.252, 0.007, 0.003, 0.001, -0.004, 0.206, 0.847, -0.013, -0.068, -0.039, 0.030, 0.005, 0.009, -0.007, -0.005, 0.053, 0.007, 0.020, 0.042, 0.014, 0.007, 0.000, -0.002, 0.000, -0.013, -0.038, -0.062, 0.001, 0.000, 0.001, 0.000, 0.000, 0.000, 0.000, 0.000, 0.000, 0.000, 0.000, 0.000, 0.000, 0.000, 0.000],
  "homo_lumo_gap_ev": [4.49, 5.46],
  "charge": -1,
  "spin_multiplicity": 3,
  "lumo_energy_ev": [2.61, 2.61]
}

***

[3]
{
  "formula": "C21H30N3OS3Ti",
  "method": "wB97M-V/def2-TZVPD",
  "elements": ["Ti", "C", "C", "C", "C", "C", "C", "N", "N", "C", "C", "C", "C", "C", "N", "H", "H", "H", "H", "H", "H", "H", "H", "H", "C", "C", "S", "C", "C", "S", "C", "C", "S", "H", "H", "H", "H", "H", "H", "H", "H", "H", "H", "H", "H", "C", "C", "C", "C", "O", "H", "H", "H", "H", "H", "H", "H", "H", "H"],
  "coordinates": [[0.4580, -0.0136, -0.1903], [1.0559, 0.8684, 5.0752], [0.8385, 2.1157, 4.4993], [0.9376, 2.2912, 3.1297], [1.2707, 1.2095, 2.3183], [1.5161, -0.0390, 2.8924], [1.4015, -0.2030, 4.2681], [1.2818, 1.3202, 0.9041], [1.2584, 2.5848, 0.3882], [0.9587, 2.6026, -0.8793], [1.0806, 3.8172, -1.6348], [0.7932, 3.8187, -2.9479], [0.3544, 2.6115, -3.5935], [0.2284, 1.4870, -2.8748], [0.5118, 1.4374, -1.5164], [0.9664, 0.7372, 6.1455], [0.5889, 2.9618, 5.1263], [0.7628, 3.2534, 2.6693], [1.8370, -0.8617, 2.2677], [1.6061, -1.1703, 4.7094], [1.4191, 4.6995, -1.1104], [0.8966, 4.7298, -3.5227], [0.1145, 2.5967, -4.6470], [-0.1220, 0.5671, -3.3229], [-3.5526, -1.8766, -1.3833], [-2.5131, -2.8574, -0.8551], [-1.1261, -2.1948, 0.0922], [-1.8589, -1.5705, 1.6333], [-2.6148, -0.2384, 1.5817], [-1.7067, 1.0685, 0.6979], [-2.8923, 1.8073, -0.4496], [-3.7384, 0.8982, -1.3272], [-2.8329, -0.4132, -2.1858], [-4.1975, -1.5380, -0.5768], [-4.1799, -2.3867, -2.1127], [-2.0161, -3.3688, -1.6808], [-2.9825, -3.6203, -0.2336], [-1.0052, -1.4821, 2.3100], [-2.5069, -2.3477, 2.0405], [-2.7688, 0.1096, 2.6021], [-3.5907, -0.3453, 1.1147], [-2.2575, 2.4549, -1.0574], [-3.5319, 2.4480, 0.1573], [-4.2196, 1.5186, -2.0826], [-4.5354, 0.4325, -0.7526], [2.1114, -1.6548, -2.3236], [2.5192, -1.9744, -0.8869], [2.4506, -3.4671, -0.6277], [3.8979, -1.4167, -0.5816], [1.5707, -1.3175, -0.0069], [2.7169, -2.2164, -3.0337], [2.2488, -0.5913, -2.5365], [1.0643, -1.9293, -2.4924], [3.1861, -3.9836, -1.2446], [1.4597, -3.8592, -0.8627], [2.6633, -3.6783, 0.4209], [4.6334, -1.8265, -1.2738], [4.1954, -1.6750, 0.4360], [3.8949, -0.3297, -0.6721]],
  "mulliken_charge": [-0.132, -0.511, -0.665, -0.229, 0.159, -0.209, -0.802, 0.814, -0.915, 0.301, -0.869, -0.350, -0.818, -0.539, 0.866, 0.427, 0.401, 0.467, 0.531, 0.439, 0.553, 0.413, 0.456, 0.491, -0.656, -1.011, 0.281, -1.078, -0.840, 0.279, -0.760, -0.941, 0.001, 0.286, 0.513, 0.382, 0.534, 0.256, 0.640, 0.595, 0.459, 0.369, 0.504, 0.491, 0.451, -1.713, 1.506, -1.527, -1.616, -0.098, 0.547, 0.380, 0.270, 0.439, 0.286, 0.369, 0.469, 0.370, 0.284],
  "homo_lumo_gap_ev": [6.34, 6.34],
  "charge": 1,
  "e_above_lowest_ev": 0.000,
  "spin_multiplicity": 1,
  "lumo_energy_ev": [-3.49, -3.49]
}